i | Density functional theory data (the ωB97M-V functional and the def2-TZVPD basis) for the molecule C6H9ClN2.

LUMO   0.55 eV
Multiplicity   1
SMILES   NN[C@@H]1C=CC=C(Cl)C1
Net charge   0
Orbital gap   8.9 eV
Molecular weight   144.605 g/mol

Geometry as XYZ:
```
18
Properties=species:S:1:pos:R:3:nbo_charge:R:1
N 0.278 -2.129 -0.461 -0.63
N 0.648 -0.904 -1.359 -0.52
C 0.686 0.407 -0.925 -0.10
C 1.214 0.912 0.428 -0.20
C 0.468 0.739 1.537 -0.24
C -0.719 -0.083 1.437 -0.29
C -1.432 0.012 0.285 -0.06
Cl -2.959 -0.598 0.046 0.07
C -0.743 0.865 -0.776 -0.45
H -0.552 -1.853 0.106 0.35
H 0.958 -1.984 0.311 0.32
H 1.147 -1.237 -2.108 0.38
H 1.231 0.961 -1.725 0.23
H 2.191 1.452 0.562 0.22
H 0.584 1.171 2.536 0.22
H -1.031 -0.517 2.419 0.23
H -0.829 2.030 -0.541 0.23
H -1.141 0.758 -1.774 0.23
```

***

ii | Density functional theory data (the ωB97M-V functional and the def2-TZVPD basis) for the molecule C6H9ClN2.

LUMO   0.86 eV
Multiplicity   1
SMILES   CC1=NC=CN(C)[C@@H]1Cl
Net charge   0
Orbital gap   8.7 eV
Molecular weight   144.605 g/mol

Geometry as XYZ:
```
18
Properties=species:S:1:pos:R:3:nbo_charge:R:1
C 2.562 0.603 0.890 -0.69
C 1.449 0.008 0.123 0.40
N 1.638 -0.723 -0.854 -0.46
C 0.598 -1.127 -1.585 -0.11
C -0.691 -0.853 -1.279 0.01
N -1.136 -0.266 -0.062 -0.45
C -2.492 -0.204 0.324 -0.39
C -0.271 0.579 0.640 -0.09
Cl -0.426 2.229 0.000 -0.12
H 2.187 1.629 1.057 0.23
H 3.314 0.599 0.148 0.24
H 2.767 0.059 1.749 0.23
H 0.801 -1.562 -2.474 0.19
H -1.409 -1.143 -1.919 0.19
H -2.666 0.844 0.405 0.20
H -3.144 -0.690 -0.302 0.21
H -2.720 -0.690 1.400 0.18
H -0.363 0.709 1.739 0.22
```

***

So which one is most stable? That would be ii, about 95.4 kJ/mol below the next structure.

***

i | Density functional theory data (the ωB97M-V functional and the def2-TZVPD basis) for a structure of composition C8H10.

LUMO   0.13 eV
Multiplicity   1
Net charge   0
Orbital gap   7.8 eV
Molecular weight   106.168 g/mol

Geometry as XYZ:
```
18
Properties=species:S:1:pos:R:3:nbo_charge:R:1
C -1.139 0.734 -0.199 -0.02
C -2.416 0.954 -0.362 -0.41
C -0.076 -0.068 -1.000 -0.43
C -0.033 1.231 0.533 -0.22
C 0.210 -1.385 -0.546 0.16
C 0.978 0.676 -0.233 0.11
C -0.654 -1.978 0.490 -0.77
C 2.394 1.152 -0.298 -0.65
H -2.841 1.721 0.226 0.19
H -3.124 0.581 -1.078 0.21
H -0.050 -0.003 -2.129 0.24
H -0.022 1.846 1.440 0.20
H -1.509 -1.373 1.028 0.20
H -0.129 -2.636 1.053 0.23
H -1.319 -2.600 -0.111 0.28
H 3.203 0.300 -0.334 0.24
H 2.362 1.654 0.695 0.23
H 2.571 1.887 -1.067 0.23
```

***

ii | Density functional theory data (the ωB97M-V functional and the def2-TZVPD basis) for the molecule C8H10.

LUMO   1.12 eV
Multiplicity   1
SMILES   CC1(C2(C)C=C2)C=C1
Net charge   0
Orbital gap   9.8 eV
Molecular weight   106.168 g/mol

Geometry as XYZ:
```
18
Properties=species:S:1:pos:R:3:nbo_charge:R:1
C 1.505 -0.452 1.111 -0.65
C 0.579 0.142 -0.107 -0.06
C -0.889 -0.159 -0.226 -0.11
C -1.578 0.296 1.139 -0.62
C -1.561 -0.062 -1.525 -0.16
C -1.463 -1.272 -0.982 -0.16
C 1.401 0.308 -1.333 -0.20
C 1.301 1.369 -0.545 -0.18
H 2.483 -0.298 0.603 0.21
H 1.438 -1.598 1.284 0.21
H 1.588 0.118 2.029 0.21
H -0.786 0.023 1.834 0.21
H -2.481 -0.252 1.324 0.21
H -1.705 1.362 1.187 0.20
H -2.049 0.678 -2.081 0.22
H -1.318 -2.318 -1.204 0.23
H 1.824 -0.184 -2.229 0.23
H 1.710 2.299 -0.280 0.22
```

***

iii | Density functional theory data (the ωB97M-V functional and the def2-TZVPD basis) for a cluster of 2 separate species, C8H10 in total.

LUMO   1.03 eV
Multiplicity   1
SMILES   c1ccccc1.C=C
Net charge   0
Orbital gap   9.8 eV
Molecular weight   106.168 g/mol

Geometry as XYZ:
```
18
Properties=species:S:1:pos:R:3:nbo_charge:R:1
C 0.120 -0.983 -0.598 -0.27
C -0.197 0.375 -0.874 -0.17
C 0.737 1.402 -0.444 -0.23
C 1.866 0.936 0.237 -0.19
C 2.166 -0.383 0.541 -0.23
C 1.231 -1.343 0.173 -0.20
H -0.503 -1.718 -0.950 0.21
H -1.113 0.714 -1.329 0.23
H 0.565 2.447 -0.516 0.22
H 2.636 1.663 0.538 0.20
H 2.998 -0.580 1.287 0.22
H 1.305 -2.360 0.531 0.21
C -2.807 0.364 0.923 -0.41
C -2.415 -0.408 -0.115 -0.37
H -1.943 0.690 1.601 0.19
H -3.665 0.940 0.963 0.19
H -1.457 -0.867 -0.199 0.19
H -3.026 -0.693 -0.986 0.18
```

***

So which one is most stable? That would be iii, about 299.2 kJ/mol below the next structure.

***

i | Density functional theory data (the ωB97M-V functional and the def2-TZVPD basis) for the molecule C8H10.

LUMO   0.92 eV
Multiplicity   1
SMILES   CC1[C@H]2C=CC=C[C@H]12
Net charge   0
Orbital gap   9.7 eV
Molecular weight   106.168 g/mol

Geometry as XYZ:
```
18
Properties=species:S:1:pos:R:3:nbo_charge:R:1
C -0.365 -1.725 -1.912 -0.62
C -0.902 -0.571 -1.127 -0.17
C 0.113 0.440 -0.560 -0.28
C 0.323 1.888 -0.007 -0.16
C 0.565 1.782 1.305 -0.25
C 0.716 0.505 1.963 -0.23
C 0.172 -0.645 1.554 -0.18
C -0.720 -0.292 0.396 -0.29
H 0.764 -1.784 -1.677 0.21
H -0.657 -1.531 -2.995 0.22
H -0.811 -2.702 -1.630 0.22
H -1.851 -0.199 -1.639 0.22
H 1.103 0.010 -0.571 0.21
H 0.823 2.761 -0.673 0.22
H 0.843 2.629 2.011 0.22
H 1.297 0.623 2.865 0.21
H 0.225 -1.583 2.157 0.22
H -1.638 0.394 0.538 0.22
```

***

ii | Density functional theory data (the ωB97M-V functional and the def2-TZVPD basis) for the molecule C8H10.

LUMO   0.63 eV
Multiplicity   1
SMILES   CC1=CC=CC=CC1
Net charge   0
Orbital gap   8.4 eV
Molecular weight   106.168 g/mol

Geometry as XYZ:
```
18
Properties=species:S:1:pos:R:3:nbo_charge:R:1
C -0.750 0.775 -2.025 -0.66
C 0.391 0.613 -0.988 0.06
C 1.013 -0.574 -0.617 -0.22
C 0.653 -1.950 -0.291 -0.21
C 0.318 -2.073 0.988 -0.23
C 0.066 -0.849 1.849 -0.25
C 0.019 0.437 1.531 -0.16
C 0.294 1.333 0.320 -0.48
H -0.443 0.279 -2.860 0.22
H -1.056 1.793 -2.276 0.22
H -1.542 0.261 -1.459 0.22
H 1.736 -0.214 0.043 0.18
H 0.666 -2.748 -1.016 0.21
H 0.291 -3.100 1.311 0.22
H -0.121 -1.028 2.915 0.21
H -0.255 0.923 2.473 0.20
H -0.604 1.945 0.157 0.23
H 1.158 1.876 0.455 0.23
```

***

So which one is most stable? That would be i, about 25.7 kJ/mol below the next structure.

***

i | Density functional theory data (the ωB97M-V functional and the def2-TZVPD basis) for the molecule C3H2N2OS.

LUMO   -1.23 eV
Multiplicity   1
SMILES   S=c1cncno1
Net charge   0
Orbital gap   8.1 eV
Molecular weight   114.129 g/mol

Geometry as XYZ:
```
9
Properties=species:S:1:pos:R:3:nbo_charge:R:1
S -2.782 -0.249 0.034 0.01
C -1.179 -0.208 -0.100 0.08
C -0.344 1.010 -0.099 0.09
N 0.902 0.947 -0.004 -0.40
C 1.449 -0.339 0.074 0.15
N 0.820 -1.459 -0.031 -0.07
O -0.554 -1.386 -0.058 -0.30
H -0.837 2.024 0.033 0.23
H 2.527 -0.339 0.151 0.21
```

***

ii | Density functional theory data (the ωB97M-V functional and the def2-TZVPD basis) for the molecule C3H2N2OS.

LUMO   -1.35 eV
Multiplicity   1
SMILES   [H]/N=C1\N=COC1=S
Net charge   0
Orbital gap   8.1 eV
Molecular weight   114.129 g/mol

Geometry as XYZ:
```
9
Properties=species:S:1:pos:R:3:nbo_charge:R:1
H -1.305 2.616 0.017 0.36
N -0.417 2.074 0.039 -0.53
C -0.661 0.837 0.049 0.29
N -1.905 0.106 -0.080 -0.50
C -1.547 -1.136 -0.087 0.41
O -0.260 -1.393 0.171 -0.47
C 0.439 -0.226 0.047 0.08
S 2.029 -0.097 -0.057 0.14
H -2.211 -2.033 -0.245 0.22
```

***

So which one is most stable? That would be ii, about 151.2 kJ/mol below the next structure.

***

i | Density functional theory data (the ωB97M-V functional and the def2-TZVPD basis) for the molecule C2H3ClO2S.

LUMO (alpha / beta)   -1.26 / -2.15 eV
Multiplicity   1
Net charge   0
Orbital gap (alpha / beta)   8.7 / 7.0 eV
Molecular weight   126.564 g/mol

Geometry as XYZ:
```
9
Properties=species:S:1:pos:R:3:nbo_charge:R:1
C -0.041 -0.092 -0.622 -0.14
C -0.064 -0.743 0.919 -0.50
O -1.362 -0.140 -0.997 -0.32
O -0.084 -3.066 -0.293 -0.80
S -0.996 -2.285 0.497 1.07
Cl 1.395 -0.932 1.737 0.03
H 0.342 0.953 -0.576 0.23
H 0.371 -0.929 -1.188 0.24
H -0.650 -0.148 1.492 0.21
```

***

ii | Density functional theory data (the ωB97M-V functional and the def2-TZVPD basis) for the molecule C2H3ClO2S.

LUMO   -1.12 eV
Multiplicity   1
SMILES   C=CS(=O)(=O)Cl
Net charge   0
Orbital gap   9.9 eV
Molecular weight   126.564 g/mol

Geometry as XYZ:
```
9
Properties=species:S:1:pos:R:3:nbo_charge:R:1
C -1.386 -0.500 0.339 -0.28
C -0.641 0.223 -0.475 -0.45
S 1.050 0.532 0.015 2.10
O 1.072 0.522 1.432 -0.86
O 1.773 1.485 -0.790 -0.83
Cl 1.896 -1.549 -0.663 -0.39
H -2.387 -0.809 0.300 0.24
H -0.664 -0.768 1.108 0.24
H -0.713 0.866 -1.268 0.23
```

***

So which one is most stable? That would be ii, about 179.7 kJ/mol below the next structure.